Molecular formula: C11H32F3N3O7S
Method: DFT, ωB97M-V/def2-TZVPD

Summary:
**Energy relative to the best compared isomer or geometry (same formula, charge and spin)**: 32.4 kcal per mole
**Frontier orbital gap**: 10.17 eV

Geometry (Å):
N (-0.488, -0.887, 0.357)
H (-1.269, -1.398, 0.777)
H (0.361, -0.929, 0.964)
H (-0.829, 0.079, 0.539)
H (-0.386, -0.953, -0.677)
C (-1.610, -2.000, 4.213)
F (-1.548, -3.270, 4.605)
F (-2.330, -1.288, 5.076)
F (-0.364, -1.522, 4.188)
S (-2.376, -1.958, 2.477)
O (-1.356, -2.754, 1.760)
O (-3.710, -2.540, 2.566)
O (-2.385, -0.567, 2.020)
C (-0.849, -2.617, -2.708)
C (-1.744, -2.997, -1.549)
O (-1.162, -3.834, -0.604)
O (0.007, -1.506, -2.370)
H (-1.449, -2.379, -3.590)
H (-0.288, -3.516, -2.975)
H (-2.599, -3.548, -1.965)
H (-2.233, -2.094, -1.162)
H (-1.244, -3.390, 0.276)
H (0.620, -1.317, -3.085)
C (1.273, 1.371, 2.650)
C (2.263, 0.926, 1.561)
C (3.725, 1.296, 1.841)
O (4.563, 0.680, 0.864)
C (5.918, 0.948, 1.148)
N (2.146, -0.556, 1.487)
H (1.408, 2.402, 2.982)
H (1.431, 0.826, 3.583)
H (0.291, 1.129, 2.256)
H (1.966, 1.174, 0.541)
H (3.942, 0.797, 2.797)
H (3.955, 2.338, 2.076)
H (6.108, 1.288, 2.174)
H (6.346, 1.747, 0.539)
H (6.521, 0.040, 1.095)
H (2.949, -0.773, 0.889)
H (2.378, -1.132, 2.294)
C (-0.256, 2.768, -1.239)
C (-1.682, 2.253, -1.356)
C (-1.988, 1.461, -2.608)
O (-1.815, 2.236, -3.787)
C (-2.155, 1.514, -4.951)
N (-2.043, 1.527, -0.120)
H (-0.003, 3.220, -0.278)
H (0.022, 3.522, -1.975)
H (0.400, 1.903, -1.382)
H (-2.346, 3.127, -1.393)
H (-3.000, 1.040, -2.620)
H (-1.309, 0.605, -2.682)
H (-1.984, 2.246, -5.745)
H (-3.213, 1.252, -5.011)
H (-1.451, 0.702, -5.151)
H (-2.969, 1.131, -0.262)
H (-2.160, 2.175, 0.651)

How positive or negative is each atom? The Mulliken charges in e answer that: atom 1 (N): 0.6858, atom 2 (H): -0.0979, atom 3 (H): 0.5334, atom 4 (H): -0.0768, atom 5 (H): 0.1540, atom 6 (C): 0.6013, atom 7 (F): -0.2247, atom 8 (F): -0.2281, atom 9 (F): -0.2147, atom 10 (S): 1.2484, atom 11 (O): -0.8413, atom 12 (O): -0.6933, atom 13 (O): -0.6638, atom 14 (C): -0.3965, atom 15 (C): -0.5022, atom 16 (O): -0.6235, atom 17 (O): -0.6043, atom 18 (H): 0.3118, atom 19 (H): 0.3861, atom 20 (H): 0.3496, atom 21 (H): 0.2492, atom 22 (H): 0.5345, atom 23 (H): 0.2375, atom 24 (C): -1.3255, atom 25 (C): 0.8794, atom 26 (C): -0.9658, atom 27 (O): -0.3514, atom 28 (C): -0.8123, atom 29 (N): -0.7621, atom 30 (H): 0.3813, atom 31 (H): 0.3693, atom 32 (H): 0.2115, atom 33 (H): -0.0106, atom 34 (H): 0.3718, atom 35 (H): 0.4386, atom 36 (H): 0.3488, atom 37 (H): 0.2847, atom 38 (H): 0.2833, atom 39 (H): 0.2201, atom 40 (H): 0.2175, atom 41 (C): -1.4577, atom 42 (C): 0.3615, atom 43 (C): -0.1565, atom 44 (O): -0.3892, atom 45 (C): -0.7583, atom 46 (N): -0.4539, atom 47 (H): 0.4027, atom 48 (H): 0.4239, atom 49 (H): 0.1968, atom 50 (H): 0.3319, atom 51 (H): 0.4445, atom 52 (H): -0.1620, atom 53 (H): 0.2813, atom 54 (H): 0.3211, atom 55 (H): 0.2771, atom 56 (H): 0.1711, atom 57 (H): 0.2626

=====

Molecular formula: C3H5NOS
Method: DFT, ωB97M-V/def2-TZVPD

Summary:
**Energy relative to the best compared isomer or geometry (same formula, charge and spin)**: 72.5 kcal per mole
**Frontier orbital gap**: 8.98 eV

Geometry (Å):
C (0.256, -1.584, -1.582)
C (0.456, -0.060, -0.193)
C (-0.290, 1.533, 1.839)
N (-0.561, -1.313, -2.447)
O (1.578, 0.315, 0.051)
S (-0.982, 0.215, 0.791)
H (0.909, -2.449, -1.252)
H (0.107, 2.301, 1.114)
H (0.480, 1.065, 2.497)
H (-1.137, 1.930, 2.449)
H (-0.815, -1.953, -3.270)

How positive or negative is each atom? The Mulliken charges in e answer that: atom 1 (C): 0.0254, atom 2 (C): 0.3093, atom 3 (C): -0.7427, atom 4 (N): -0.4586, atom 5 (O): -0.4717, atom 6 (S): -0.0381, atom 7 (H): 0.2980, atom 8 (H): 0.2607, atom 9 (H): 0.2584, atom 10 (H): 0.3136, atom 11 (H): 0.2458

=====

Molecular formula: C3H4NO
Method: DFT, ωB97M-V/def2-TZVPD

Summary:
**Energy relative to the best compared isomer or geometry (same formula, charge and spin)**: 74.6 kcal per mole
**Net charge**: -1
**Frontier orbital gap**: 7.78 eV

Geometry (Å):
C (-0.022, -0.674, 0.059)
C (0.232, 0.348, -0.504)
C (-0.299, -2.083, 0.624)
N (0.715, 2.813, -0.815)
O (0.225, 3.437, 0.196)
H (-0.807, -2.552, -0.249)
H (0.758, -2.400, 0.805)
H (-0.806, -1.924, 1.491)
H (0.004, 3.035, -1.608)

How positive or negative is each atom? The Mulliken charges in e answer that: atom 1 (C): 0.6779, atom 2 (C): -1.1866, atom 3 (C): -0.9399, atom 4 (N): 0.0227, atom 5 (O): -0.3822, atom 6 (H): 0.1956, atom 7 (H): 0.1692, atom 8 (H): 0.2618, atom 9 (H): 0.1816

=====

Molecular formula: C18H39Br2ClN3O2P
Method: DFT, ωB97M-V/def2-TZVPD

Summary:
**Frontier orbital gap**: 9.19 eV
**SMILES**: CCCCCCCCCCP(Cl)(CCN)(CNC)/C(Br)=C(\C)Br.C[N+](=O)[O-]

Geometry (Å):
C (3.474, 1.852, 0.011)
C (3.155, 1.705, -1.484)
C (1.762, 2.246, -1.826)
C (1.183, 1.648, -3.101)
C (-0.094, 2.349, -3.573)
C (-1.183, 2.425, -2.511)
C (-1.913, 1.115, -2.257)
C (-1.140, 0.146, -1.332)
C (-2.012, -0.824, -0.542)
C (-2.284, -0.554, 0.942)
P (-0.782, -0.295, 1.962)
Cl (-0.730, -2.555, 2.462)
C (-1.076, -0.098, 3.793)
C (-2.368, -0.766, 4.307)
N (-2.164, -1.785, 5.340)
C (0.873, -0.590, 1.148)
N (0.957, -1.746, 0.246)
C (1.866, -1.499, -0.895)
C (-0.657, 1.628, 1.735)
Br (-2.081, 2.601, 0.893)
C (0.387, 2.347, 2.197)
C (1.582, 1.821, 2.939)
Br (0.575, 4.236, 1.981)
H (3.331, 0.917, 0.555)
H (4.507, 2.146, 0.171)
H (2.803, 2.582, 0.460)
H (3.885, 2.296, -2.035)
H (3.214, 0.671, -1.813)
H (1.784, 3.336, -1.859)
H (1.111, 1.987, -0.985)
H (1.927, 1.747, -3.892)
H (0.988, 0.591, -2.922)
H (-0.467, 1.892, -4.489)
H (0.177, 3.373, -3.843)
H (-1.921, 3.178, -2.791)
H (-0.722, 2.796, -1.599)
H (-2.900, 1.286, -1.832)
H (-2.044, 0.594, -3.205)
H (-0.452, 0.725, -0.720)
H (-0.520, -0.454, -1.993)
H (-1.554, -1.805, -0.582)
H (-2.963, -0.921, -1.064)
H (-2.698, -1.484, 1.318)
H (-3.062, 0.176, 1.138)
H (-0.207, -0.539, 4.273)
H (-1.120, 0.955, 4.040)
H (-2.963, -1.172, 3.497)
H (-2.965, 0.030, 4.753)
H (-2.415, -2.692, 4.982)
H (-1.204, -1.806, 5.643)
H (1.608, -0.684, 1.947)
H (1.158, 0.297, 0.587)
H (1.384, -2.493, 0.771)
H (2.657, -0.782, -0.666)
H (1.315, -1.209, -1.782)
H (2.361, -2.440, -1.130)
H (1.487, 0.789, 3.237)
H (1.785, 2.467, 3.787)
H (2.454, 1.893, 2.286)
C (-1.127, -5.330, -2.003)
N (-0.866, -4.154, -2.877)
O (-0.116, -4.295, -3.816)
O (-1.417, -3.121, -2.568)
H (-0.567, -6.173, -2.388)
H (-0.807, -5.060, -1.000)
H (-2.195, -5.517, -2.024)

How positive or negative is each atom? The Mulliken charges in e answer that: atom 1 (C): -0.8163, atom 2 (C): -1.2502, atom 3 (C): 1.0319, atom 4 (C): -0.4381, atom 5 (C): -1.2426, atom 6 (C): -0.5125, atom 7 (C): -1.0627, atom 8 (C): 2.2617, atom 9 (C): -1.2896, atom 10 (C): -1.8484, atom 11 (P): 1.4117, atom 12 (Cl): -0.3774, atom 13 (C): -0.9292, atom 14 (C): -0.4171, atom 15 (N): -0.6583, atom 16 (C): -0.0969, atom 17 (N): -0.1325, atom 18 (C): -1.0154, atom 19 (C): -0.1931, atom 20 (Br): -0.0741, atom 21 (C): 0.2516, atom 22 (C): -1.1786, atom 23 (Br): -0.0792, atom 24 (H): 0.1869, atom 25 (H): 0.4781, atom 26 (H): 0.0712, atom 27 (H): 0.5405, atom 28 (H): 0.4811, atom 29 (H): 0.4410, atom 30 (H): -1.0074, atom 31 (H): 0.5200, atom 32 (H): 0.0701, atom 33 (H): 0.4096, atom 34 (H): 0.4050, atom 35 (H): 0.3490, atom 36 (H): 0.1531, atom 37 (H): 0.5326, atom 38 (H): 0.3213, atom 39 (H): -1.5256, atom 40 (H): -0.0693, atom 41 (H): 0.1350, atom 42 (H): 0.7970, atom 43 (H): 0.8582, atom 44 (H): 0.6990, atom 45 (H): 0.4582, atom 46 (H): 0.4069, atom 47 (H): 0.1892, atom 48 (H): 0.3667, atom 49 (H): 0.2974, atom 50 (H): 0.2693, atom 51 (H): 0.6475, atom 52 (H): -0.7874, atom 53 (H): 0.3827, atom 54 (H): 0.2720, atom 55 (H): 0.0721, atom 56 (H): 0.5224, atom 57 (H): 0.1164, atom 58 (H): 0.5448, atom 59 (H): 0.0941, atom 60 (C): -0.7594, atom 61 (N): 0.8720, atom 62 (O): -0.5441, atom 63 (O): -0.4903, atom 64 (H): 0.3049, atom 65 (H): 0.2799, atom 66 (H): 0.2932

=====

Molecular formula: C3H2N2OS
Method: DFT, ωB97M-V/def2-TZVPD

Summary:
**Energy relative to the best compared isomer or geometry (same formula, charge and spin)**: 42.1 kcal per mole
**Frontier orbital gap**: 7.61 eV
**SMILES**: S=c1ncocn1

Geometry (Å):
S (1.697, -1.694, -1.723)
C (0.893, -0.785, -0.505)
N (-0.234, -1.339, 0.165)
C (-1.109, -0.476, 0.576)
O (-1.094, 1.043, 0.519)
C (0.242, 1.351, 0.157)
N (1.190, 0.497, -0.265)
H (-2.088, -0.920, 0.803)
H (0.503, 2.323, 0.273)

How positive or negative is each atom? The Mulliken charges in e answer that: atom 1 (S): -0.2342, atom 2 (C): 0.2536, atom 3 (N): -0.3150, atom 4 (C): 0.0969, atom 5 (O): -0.3050, atom 6 (C): 0.0602, atom 7 (N): -0.3742, atom 8 (H): 0.3668, atom 9 (H): 0.4509

=====

Molecular formula: C4H7NO2
Method: DFT, ωB97M-V/def2-TZVPD

Summary:
**Energy relative to the best compared isomer or geometry (same formula, charge and spin)**: 56.2 kcal per mole
**Frontier orbital gap**: 10.60 eV
**SMILES**: C/N=C\OCC=O

Geometry (Å):
C (-0.741, -0.577, -1.378)
N (-0.745, -1.626, -0.373)
C (-0.374, -1.487, 0.821)
O (0.207, -0.455, 1.509)
C (0.994, 0.490, 0.825)
C (0.232, 1.686, 0.290)
O (-0.869, 2.012, 0.653)
H (-1.198, 0.345, -1.009)
H (0.266, -0.349, -1.753)
H (-1.333, -0.913, -2.232)
H (-0.525, -2.311, 1.520)
H (1.590, 0.023, 0.032)
H (1.699, 0.892, 1.564)
H (0.796, 2.269, -0.470)

How positive or negative is each atom? The Mulliken charges in e answer that: atom 1 (C): -0.7361, atom 2 (N): -0.4656, atom 3 (C): 0.2003, atom 4 (O): -0.3577, atom 5 (C): -0.3957, atom 6 (C): -0.0417, atom 7 (O): -0.4415, atom 8 (H): 0.2798, atom 9 (H): 0.2739, atom 10 (H): 0.2949, atom 11 (H): 0.3621, atom 12 (H): 0.3657, atom 13 (H): 0.3278, atom 14 (H): 0.3337

=====

| no. | LUMO level (eV) | HOMO energy (eV) |
| --- | --- | --- |
| 1 | 0.3 | -9.9 |
| 2 | 0.7 | -8.3 |
| 3 | 4.4 | -3.4 |
| 4 | 0.3 | -8.9 |
| 5 | -1.2 | -8.8 |
| 6 | 0.8 | -9.8 |